1.
A single Br2H6Si3 molecule, computed with ωB97M-V/def2-TZVPD.

The geometry in ORCA input format:
```
! wB97M-V def2-TZVPD RIJCOSX def2/J DEFGRID3
* xyz 0 1
Br 2.5176 1.4215 0.4282
Si 1.8284 0.1605 -1.2354
Si -0.0249 -0.8998 -0.0877
Si -1.6234 0.2360 1.2180
Br -3.0997 1.5045 -0.0696
H 3.0387 -0.3794 -1.7341
H 1.4546 1.0444 -2.3445
H -0.8560 -1.7128 -1.2224
H 0.5624 -1.8509 0.9415
H -1.2626 1.2631 2.3011
H -2.5350 -0.7871 1.8048
*
```

Values from the calculation:
Relative energy (zero: lowest compared OMol25 entry of this formula, charge and spin): 0.000 eV
SMILES: Br[SiH2][SiH2][SiH2]Br
Gap between HOMO and LUMO: 9.96 eV


2.
2 unconnected molecules or ions with the total composition C6H10N4O, computed with ωB97M-V/def2-TZVPD.

The geometry in ORCA input format:
```
! wB97M-V def2-TZVPD RIJCOSX def2/J DEFGRID3
* xyz 0 1
C 2.5448 0.9358 -0.0486
C 1.5237 0.2467 -0.5909
C 2.0414 1.2381 1.2773
C -0.8074 -0.1671 0.0725
C -1.8331 0.1502 1.1273
C -2.3143 -1.9665 -2.0989
N 0.8101 0.8383 1.4351
N -0.2557 -1.0076 -2.8745
N 0.3896 0.3617 0.2444
N 2.5989 1.8943 2.3033
O -1.4251 -1.2950 -3.1742
H 3.4645 0.9749 -0.5533
H 1.4561 -0.1790 -1.4943
H -1.7306 -0.7331 1.7233
H -1.4539 0.9305 1.7269
H -2.8637 0.1688 1.0427
H -3.4017 -1.4382 -2.1010
H -1.8006 -1.8553 -1.1857
H -2.5539 -3.0206 -2.4541
H 3.5561 2.1307 2.4542
H 2.0548 1.7923 3.1683
*
```

Values from the calculation:
Relative energy (zero: lowest compared OMol25 entry of this formula, charge and spin): 8.113 eV
Gap between HOMO and LUMO (spin up / spin down): 7.84 / 8.06 eV


3.
A single C8H15NOS2 molecule, computed with ωB97M-V/def2-TZVPD.

The geometry in ORCA input format:
```
! wB97M-V def2-TZVPD RIJCOSX def2/J DEFGRID3
* xyz 0 1
C 1.7788 -1.9616 -0.2528
C 1.9862 0.3192 1.1982
C 0.5187 0.7036 1.4220
C 0.1695 2.1010 0.8684
C -1.3352 2.3298 0.6994
C -1.8183 2.3084 -0.7508
C -1.4954 1.0176 -1.5164
C -2.1884 -1.1120 -0.2852
H 1.8304 -2.4801 -1.1991
H 2.4891 -2.4343 0.4327
H 0.7461 -2.0490 0.1252
H 2.3298 -0.4730 1.8652
H 2.6454 1.1950 1.2860
H -0.1400 -0.0726 1.0238
H 0.2900 0.6786 2.5294
H 0.6698 2.2231 -0.0877
H 0.5994 2.8378 1.5636
H -1.8846 1.5964 1.2710
H -1.6205 3.3112 1.0923
H -1.3579 3.1116 -1.3206
H -2.9044 2.4924 -0.7801
H -1.8668 1.1014 -2.5364
H -0.4266 0.8676 -1.5734
N -2.0925 -0.1402 -0.9056
O 3.7118 -0.2230 -0.7912
S 2.2384 -0.2469 -0.5216
S -2.3722 -2.4642 0.5640
*
```

Values from the calculation:
Relative energy (zero: lowest compared OMol25 entry of this formula, charge and spin): 2.021 eV
Gap between HOMO and LUMO: 9.58 eV


4.
A single C4H8N2O molecule, computed with ωB97M-V/def2-TZVPD.

The geometry in ORCA input format:
```
! wB97M-V def2-TZVPD RIJCOSX def2/J DEFGRID3
* xyz 0 1
H 0.8390 -2.3999 -0.0526
N 0.2827 -1.7027 -0.5420
C 0.6023 -0.5012 -0.2929
C 0.0850 0.8385 -0.3262
C -1.1443 0.8129 0.2881
C -2.2752 -0.1130 -0.0173
N 1.7477 0.0121 0.3806
O 2.7591 0.7644 -0.2714
H 0.5798 1.7074 -0.7499
H -1.4885 1.7837 0.6436
H -2.8497 0.2176 -0.8865
H -1.9113 -1.1209 -0.2044
H -2.9813 -0.1344 0.8146
H 2.1822 -0.6152 1.0536
H 3.5726 0.4509 0.1628
*
```

Values from the calculation:
Relative energy (zero: lowest compared OMol25 entry of this formula, charge and spin): 6.347 eV
SMILES: [H]/N=C(/C=C\C)NO
Gap between HOMO and LUMO: 8.52 eV


5.
A single C6H12O molecule, computed with ωB97M-V/def2-TZVPD.

The geometry in ORCA input format:
```
! wB97M-V def2-TZVPD RIJCOSX def2/J DEFGRID3
* xyz 0 1
C 0.1550 -2.3712 -1.7031
C -0.1513 -0.8769 -1.4757
O -0.6651 -0.5635 -0.1621
C -0.7396 1.1285 0.2686
C -1.0707 1.5220 1.6877
C 0.3044 1.7800 1.1412
C 1.1554 0.5238 1.2268
H -0.7246 -2.9957 -1.5215
H 0.9699 -2.7262 -1.0634
H 0.4686 -2.5371 -2.7489
H -0.9187 -0.5659 -2.1881
H 0.7674 -0.3047 -1.6728
H -1.1840 1.4920 -0.6265
H -1.1742 0.7700 2.4681
H -1.7709 2.3568 1.7897
H 0.6847 2.8273 1.0818
H 2.0255 0.6632 0.5813
H 1.4000 0.2255 2.2424
H 0.4685 -0.3479 0.6744
*
```

Values from the calculation:
Relative energy (zero: lowest compared OMol25 entry of this formula, charge and spin): 4.628 eV
SMILES: CCO[C@H]1C[C@H]1C
Gap between HOMO and LUMO: 9.90 eV


6.
A single C3H8N4O molecule, computed with ωB97M-V/def2-TZVPD.

The geometry in ORCA input format:
```
! wB97M-V def2-TZVPD RIJCOSX def2/J DEFGRID3
* xyz 0 1
H 2.8703 0.5470 -0.6797
N 1.8717 0.6743 -0.7178
C 1.2252 -0.3439 -0.1803
N 1.7339 -1.5302 0.3148
C -0.2369 -0.2254 -0.2191
N -0.8747 -1.3197 -0.1345
N -2.2136 -1.2667 -0.3699
O -0.8807 0.9081 -0.4037
C -0.5281 2.0961 0.3203
H 2.7719 -1.7462 0.2072
H 1.1172 -2.3357 0.3686
H -2.6907 -2.0889 0.0300
H -2.7266 -0.4291 -0.0819
H 0.3333 2.5950 -0.1028
H -0.2705 1.8586 1.3407
H -1.5016 2.6067 0.3080
*
```

Values from the calculation:
Relative energy (zero: lowest compared OMol25 entry of this formula, charge and spin): 2.557 eV
SMILES: [H]/N=C(N)/C(=N/N)OC
Gap between HOMO and LUMO: 9.47 eV


7.
A molecular structure, C7H8N7O2V, computed with ωB97M-V/def2-TZVPD.

The geometry in ORCA input format:
```
! wB97M-V def2-TZVPD RIJCOSX def2/J DEFGRID3
* xyz 2 3
V 0.2773 0.9421 0.0000
N 2.6141 1.0857 0.0000
N 2.8921 2.4696 0.0000
C 1.8414 3.3566 0.0000
O 1.8525 4.5237 0.0000
O 0.6662 2.5646 0.0000
H 3.0551 0.6716 0.8238
H 3.0551 0.6716 -0.8238
H 3.8477 2.8019 0.0000
N -3.8276 0.5432 0.0000
C -2.8871 1.4616 0.0000
N -1.7089 0.8292 0.0000
C -2.0486 -0.5147 0.0000
N -3.3272 -0.7200 0.0000
C -0.9945 -1.5516 0.0000
C -1.2800 -2.8990 0.0000
N -0.3206 -3.8252 0.0000
C 0.9369 -3.3897 0.0000
C 1.2536 -2.0434 0.0000
N 0.2932 -1.1085 0.0000
H -4.8321 0.6844 0.0000
H -3.0533 2.5278 0.0000
H -2.3105 -3.2341 0.0000
H 1.7229 -4.1343 0.0000
H 2.2819 -1.7130 0.0000
*
```

Values from the calculation:
Gap between HOMO and LUMO (spin up / spin down): 8.11 / 8.64 eV


8.
A molecular structure, C5H6O2, computed with ωB97M-V/def2-TZVPD.

The geometry in ORCA input format:
```
! wB97M-V def2-TZVPD RIJCOSX def2/J DEFGRID3
* xyz 0 1
C 0.6824 0.6162 1.2005
O 0.8801 -0.7719 1.0248
C 0.2455 -1.1754 -0.1349
C -1.0839 -0.6272 -0.5706
O -1.4163 0.5560 0.1358
C -0.0765 1.0607 -0.1366
C 0.1658 -0.0604 -1.1740
H 1.6326 0.9845 1.6192
H -0.0933 0.7867 1.9415
H 0.4525 -2.2227 -0.3312
H -1.8707 -1.2621 -0.9644
H -0.1334 2.1188 -0.4131
H 0.6074 -0.0259 -2.1637
*
```

Values from the calculation:
Relative energy (zero: lowest compared OMol25 entry of this formula, charge and spin): 3.264 eV
Gap between HOMO and LUMO: 9.87 eV


Strongest force on any atom (computed, eV/Å): 1.9; 3.8; 2.3; 6.1; 3.7; 2.9; 3.4; 1.1